(1)
51
Properties=species:S:1:pos:R:3:forces:R:3:mulliken_charge:R:1 method="wB97M-V/def2-TZVPD" total_charge=0 de_lowest_kcal_mol=5.3 multiplicity=1
Pt -0.635 0.973 -0.461 0.5781 0.2233 0.1598 0.324
O -0.507 2.019 5.367 -0.0065 -0.0323 -0.0094 -0.543
C -0.466 1.498 4.125 0.0267 0.0819 0.0858 1.118
C -1.506 0.749 3.596 0.0003 -0.1241 -0.0494 -0.670
C -1.426 0.307 2.294 0.2038 -0.1406 0.0795 -0.129
N -0.353 0.616 1.534 -0.2263 -0.0261 -0.1260 0.299
C 0.736 1.205 2.091 -0.1386 0.0375 -0.1278 0.399
C 0.693 1.674 3.381 0.0427 -0.0938 0.0047 -0.958
C 2.110 1.218 1.363 0.1634 -0.2050 0.2681 -0.048
O 2.953 1.953 1.864 -0.0052 0.2248 -0.1348 -0.766
O 2.245 0.364 0.445 -0.2133 -0.1475 -0.3831 -0.470
C -2.514 -0.692 1.794 -0.5347 0.7021 -0.1962 0.061
O -3.444 -0.853 2.583 0.1036 -0.1855 0.0869 -0.760
O -2.342 -1.188 0.655 0.5379 -0.3384 -0.1980 -0.532
H -1.365 1.833 5.765 0.0002 0.0023 0.0022 0.306
H -2.383 0.465 4.164 -0.0175 0.0131 -0.0186 0.513
H 1.574 2.148 3.787 -0.0159 0.0241 -0.0202 0.592
O -1.374 4.377 1.466 -0.0181 -0.0127 -0.0618 -0.566
C -1.281 4.208 0.282 -0.0124 0.0984 0.0455 0.125
C -1.318 5.296 -0.802 -0.0088 -0.0061 -0.0020 -0.406
C -1.062 4.563 -2.127 -0.0358 0.0026 0.0154 -0.484
C -0.972 3.141 -1.665 -0.0303 -0.2004 -0.0985 0.488
O -0.756 2.084 -2.332 -0.1408 -0.1143 0.2982 -0.708
N -1.122 2.984 -0.361 0.0006 0.1610 0.0213 -0.113
H -0.566 6.047 -0.568 0.0059 -0.0060 -0.0045 0.286
H -2.292 5.781 -0.767 0.0055 0.0035 0.0087 0.272
H -0.132 4.853 -2.616 0.0075 -0.0131 0.0039 0.274
H -1.866 4.668 -2.855 0.0013 0.0079 -0.0026 0.281
C 0.852 -3.344 -2.908 0.0107 0.0105 -0.0301 -0.755
N 1.950 -2.518 -2.235 0.0390 0.0501 0.0149 0.071
C 2.333 -3.207 -0.912 0.0070 -0.0011 0.0296 -0.791
N 1.193 -3.422 -0.100 -0.0593 0.0159 -0.0439 0.094
C 0.174 -4.189 -0.812 0.0407 -0.0236 -0.0036 -0.856
N -0.256 -3.528 -2.045 -0.0155 0.0293 0.0545 0.143
C -1.004 -2.284 -1.773 -0.0344 0.0227 -0.0635 -1.119
P 0.037 -1.077 -0.854 -0.2318 -0.2118 0.1803 1.791
C 1.491 -1.110 -1.993 0.0158 0.0698 0.0823 -1.110
C 0.658 -2.177 0.477 0.0581 -0.0600 -0.0058 -0.997
H 1.308 -4.303 -3.163 -0.0017 0.0018 0.0013 0.364
H 0.569 -2.808 -3.813 -0.0073 -0.0118 -0.0118 0.389
H 2.773 -2.503 -2.838 0.0071 0.0122 -0.0028 0.325
H 3.050 -2.550 -0.422 0.0076 -0.0026 0.0127 0.463
H 2.798 -4.152 -1.199 -0.0063 -0.0006 0.0052 0.318
H -0.687 -4.324 -0.161 -0.0011 0.0189 -0.0067 0.400
H 0.588 -5.167 -1.069 -0.0102 -0.0034 -0.0005 0.286
H -1.880 -2.502 -1.167 -0.0493 0.0156 0.0827 0.560
H -1.348 -1.851 -2.715 0.0299 0.0030 0.0123 0.302
H 2.288 -0.537 -1.518 0.0563 0.0277 0.0435 0.585
H 1.222 -0.667 -2.953 0.0063 0.0128 0.0174 0.453
H -0.172 -2.412 1.137 -0.1279 0.0044 0.0349 0.413
H 1.435 -1.657 1.033 -0.0068 0.0831 -0.0501 0.482

=====

(2)
45
Properties=species:S:1:pos:R:3:forces:R:3:mulliken_charge:R:1 method="wB97M-V/def2-TZVPD" total_charge=+1 de_lowest_kcal_mol=0.0 multiplicity=1
Au 0.623 -1.684 1.716 0.4336 0.3669 0.4732 0.785
C 5.232 -0.013 -1.299 -0.0233 -0.0229 -0.0232 -0.418
C 4.728 -1.112 -1.987 0.0369 0.0165 -0.0088 -0.619
C 3.512 -1.660 -1.631 -0.0648 -0.0709 0.0494 -0.166
C 2.800 -1.099 -0.569 0.1030 0.0746 -0.1239 0.494
C 3.296 -0.006 0.125 -0.0735 0.0253 0.0778 -0.383
C 4.515 0.537 -0.249 0.0090 0.0328 0.0181 -0.687
N 1.526 -1.627 -0.203 -0.5633 -0.5684 -0.0415 0.215
N 0.933 -2.329 -1.048 0.1169 0.2212 -0.0463 -0.511
C -0.292 -2.861 -0.644 -0.0363 0.0981 0.1268 0.186
C -1.086 -3.500 -1.586 0.0379 -0.0102 -0.0321 -0.432
C -2.347 -3.941 -1.213 -0.0464 0.0039 0.0738 -0.572
C -2.799 -3.732 0.083 0.0252 -0.0546 -0.1064 -0.594
C -1.997 -3.105 1.039 0.0751 -0.0985 0.0671 -0.162
C -0.737 -2.683 0.682 0.1437 0.0829 -0.3368 0.384
H 6.186 0.410 -1.585 -0.0124 -0.0064 0.0090 0.391
H 5.290 -1.546 -2.803 -0.0099 0.0026 0.0105 0.370
H 3.115 -2.516 -2.158 -0.0023 0.0043 0.0141 0.439
H 2.740 0.412 0.950 -0.0138 -0.0153 0.0328 0.455
H 4.904 1.393 0.286 -0.0082 -0.0126 -0.0049 0.374
H -0.713 -3.627 -2.593 -0.0001 -0.0014 0.0109 0.460
H -2.980 -4.438 -1.934 0.0044 0.0161 0.0070 0.388
H -3.791 -4.062 0.363 0.0174 -0.0025 0.0003 0.394
H -2.364 -2.970 2.047 -0.0166 0.0152 -0.0291 0.443
C -1.611 -1.403 8.117 -0.0222 -0.0141 0.0011 -1.407
C -1.273 -0.347 7.081 -0.0339 -0.0491 -0.0931 -0.082
N -1.281 -0.948 5.737 0.0241 0.0311 0.0216 -0.257
C -0.349 -0.848 4.786 0.0821 0.1672 -0.0283 0.791
S -0.287 -2.265 3.746 -0.3196 -0.1248 0.0385 -0.456
N 0.479 0.155 4.645 -0.2676 0.1357 0.1718 -0.011
C 0.365 1.511 5.201 0.0040 -0.1172 -0.0228 -0.725
C 1.500 1.841 6.155 0.0130 0.0036 -0.0089 -1.058
H -1.636 -0.953 9.109 0.0025 -0.0051 -0.0049 0.386
H -0.869 -2.201 8.119 -0.0095 0.0061 0.0020 0.343
H -2.595 -1.838 7.928 0.0117 0.0050 0.0048 0.396
H -0.284 0.060 7.265 0.0590 0.0042 0.0083 0.114
H -1.992 0.472 7.120 0.0062 0.0195 -0.0090 0.277
H -1.943 -1.697 5.601 0.0158 -0.0310 0.0174 0.285
H 1.197 0.017 3.909 0.0604 -0.1050 0.0916 0.289
H -0.611 1.633 5.660 -0.0286 0.0007 0.0413 0.384
H 0.398 2.189 4.347 -0.0193 0.0178 -0.0197 0.391
H 1.518 1.173 7.016 -0.0054 0.0079 -0.0018 0.309
H 1.395 2.865 6.516 0.0066 -0.0101 -0.0065 0.341
H 2.462 1.758 5.649 -0.0108 -0.0046 0.0117 0.346
F 1.980 -0.554 2.744 0.2996 -0.0346 -0.4330 -0.889

=====

(3)
52
Properties=species:S:1:pos:R:3:forces:R:3:mulliken_charge:R:1 method="wB97M-V/def2-TZVPD" total_charge=0 multiplicity=1
Be 1.035 1.683 0.167 -0.0631 -0.0129 0.0112 -0.188
O 3.251 4.960 3.773 -0.0060 0.0056 0.0070 -0.529
C 3.396 3.711 4.199 0.0113 0.0085 -0.0138 0.356
O 3.934 3.440 5.240 -0.0033 -0.0079 0.0066 -0.584
C 2.858 2.640 3.317 0.0189 -0.0157 -0.0067 0.403
C 2.920 1.279 3.579 0.0047 0.0260 0.0211 -0.315
N 2.330 0.641 2.560 0.0142 0.0030 -0.0405 0.216
N 1.898 1.508 1.649 -0.0327 -0.0231 0.0567 -0.061
C 2.206 2.718 2.083 -0.0002 -0.0043 0.0100 -0.618
C 1.763 3.789 1.132 -0.0014 0.0196 0.0210 1.314
O 1.958 4.967 1.368 -0.0005 -0.0019 -0.0017 -0.784
O 1.175 3.277 0.098 0.0126 0.0228 -0.0221 -0.370
H 2.787 5.029 2.901 0.0036 -0.0054 -0.0007 0.448
H 3.351 0.758 4.417 -0.0061 -0.0057 0.0015 0.571
H 2.211 -0.346 2.358 0.0082 0.0218 0.0090 0.136
O 0.227 -3.244 0.545 0.0025 -0.0052 0.0019 -0.631
S 1.526 -2.697 0.265 0.0037 -0.0729 -0.0026 1.072
O 2.652 -3.177 1.011 -0.0190 0.0200 0.0010 -0.704
N 1.452 -1.056 0.369 0.0053 0.0362 -0.0183 -0.315
C 1.560 -0.507 -0.814 0.0123 -0.0233 0.0415 0.909
O 1.448 0.748 -1.031 0.0288 -0.0022 -0.0771 -0.361
C 1.807 -1.447 -1.940 0.0006 -0.0158 -0.0037 0.251
C 1.993 -1.165 -3.281 -0.0089 0.0231 0.0067 -0.451
C 2.206 -2.234 -4.143 0.0007 -0.0087 0.0009 -0.619
C 2.228 -3.542 -3.669 -0.0002 0.0011 0.0048 -0.433
C 2.038 -3.823 -2.319 0.0002 -0.0051 -0.0003 -0.553
C 1.832 -2.749 -1.480 -0.0065 0.0149 -0.0079 -0.130
H 1.976 -0.142 -3.635 0.0004 -0.0042 0.0035 0.545
H 2.359 -2.049 -5.197 0.0002 0.0004 -0.0008 0.403
H 2.396 -4.356 -4.362 0.0016 0.0004 -0.0016 0.401
H 2.052 -4.837 -1.946 0.0012 -0.0008 -0.0006 0.456
C -3.714 -2.573 -1.180 -0.0024 0.0240 0.0124 -1.191
Ge -3.572 -0.899 -0.186 -0.0159 -0.0161 -0.0222 0.637
C -3.924 -1.165 1.713 0.0061 0.0014 -0.0112 -1.217
C -4.775 0.462 -0.912 0.0155 -0.0064 0.0116 -1.276
C -1.691 -0.328 -0.348 0.0269 0.0255 0.0050 -0.584
Se -1.279 1.368 0.514 0.0339 0.0088 0.0195 0.118
C -1.745 2.553 -0.952 -0.0226 -0.0271 -0.0275 -0.935
H -4.702 -3.017 -1.055 -0.0018 0.0054 0.0030 0.381
H -2.968 -3.281 -0.819 0.0030 -0.0071 -0.0051 0.357
H -3.547 -2.405 -2.245 0.0048 -0.0049 -0.0027 0.374
H -4.954 -1.482 1.872 -0.0018 -0.0004 0.0029 0.392
H -3.761 -0.238 2.265 -0.0027 -0.0004 0.0048 0.397
H -3.261 -1.930 2.118 0.0024 -0.0015 -0.0012 0.358
H -5.801 0.094 -0.897 -0.0017 -0.0020 0.0007 0.389
H -4.518 0.711 -1.942 0.0004 -0.0003 -0.0013 0.372
H -4.737 1.371 -0.309 -0.0043 0.0054 -0.0042 0.373
H -1.342 -0.256 -1.379 -0.0192 -0.0166 -0.0122 0.439
H -1.081 -1.076 0.159 -0.0011 0.0083 0.0075 -0.191
H -2.817 2.522 -1.120 -0.0006 0.0093 0.0019 0.330
H -1.205 2.238 -1.843 -0.0013 0.0067 -0.0001 0.245
H -1.427 3.553 -0.670 -0.0007 -0.0001 0.0126 0.398

=====

(4)
65
Properties=species:S:1:pos:R:3:forces:R:3:mulliken_charge:R:1 method="wB97M-V/def2-TZVPD" smiles="C[C@@H](Br)[C@H](Br)[C@@]1(N)C(=O)N[C@H](P(O)O)[C@H]1O.FC(F)C(F)(F)COC(F)(F)C(F)F.FC(F)C(F)(F)COC(F)(F)C(F)F" total_charge=0 multiplicity=1
C 4.062 1.497 5.067 -0.1729 -0.0437 0.1830 -1.187
C 2.873 0.731 4.437 0.1631 0.3524 0.3240 0.359
Br 3.185 -1.179 4.546 -0.0500 -0.0519 -0.1489 -0.076
C 1.537 1.187 5.044 0.0808 -0.1386 -0.3254 -1.783
Br 1.419 0.695 6.933 -0.0499 0.0996 0.0289 -0.015
C 0.221 0.846 4.309 -0.3770 -0.2526 -0.4004 1.696
N 0.453 0.632 2.872 0.3745 0.3298 0.1277 -0.376
C -0.501 -0.454 4.784 -0.0559 0.2869 -0.1781 -0.397
O -0.044 -1.557 4.835 0.1257 -0.2651 -0.0449 -0.551
N -1.828 -0.133 5.058 0.4008 0.3586 0.8951 -0.245
C -1.873 1.265 5.554 -0.2658 -0.8968 -0.4284 0.352
P -3.570 2.073 5.477 0.0654 0.0045 -0.0089 0.062
O -3.996 1.803 7.055 0.2014 0.1021 -0.0692 -0.535
O -4.455 0.909 4.763 0.0660 0.2069 0.1155 -0.439
C -0.881 1.924 4.587 -0.2130 0.4431 0.6306 -1.236
O -0.464 3.200 5.037 0.1224 -0.2093 -0.2082 -0.616
H 4.603 2.060 4.302 -0.0125 -0.1226 0.0866 0.319
H 4.751 0.813 5.566 -0.0567 0.1281 -0.1385 0.375
H 3.713 2.203 5.828 0.0405 -0.0704 -0.1495 0.342
H 2.858 0.961 3.373 -0.1120 -0.1715 0.0729 0.202
H 1.613 2.277 5.088 -0.0293 -0.1505 -0.1900 0.907
H -0.392 0.836 2.350 -0.0635 -0.1385 0.0766 0.273
H 1.145 1.279 2.511 -0.0565 0.0864 0.0006 0.217
H -2.227 -0.822 5.688 -0.1347 -0.0518 -0.2463 0.387
H -1.528 1.270 6.595 0.0679 0.4214 -0.0672 0.417
H -4.112 2.644 7.507 -0.1789 -0.0282 0.0926 0.336
H -4.489 0.099 5.286 -0.0226 -0.1602 -0.1211 0.304
H -1.436 2.126 3.664 0.2531 -0.0762 -0.0622 0.570
H -0.040 3.102 5.897 -0.0943 -0.0034 0.1549 0.386
C 1.165 -0.800 -0.547 -0.2274 -0.4117 0.3802 -0.656
C 0.898 0.669 -0.909 0.3949 -0.1462 -0.0118 0.890
C 0.149 0.970 -2.209 -0.2551 0.0660 -0.0404 0.134
F 0.821 0.503 -3.281 0.1259 -0.0775 -0.0378 -0.197
F 0.027 2.309 -2.342 0.0270 -0.0035 0.0250 -0.293
F 2.039 1.385 -0.848 -0.0301 -0.0269 -0.0388 -0.313
F 0.072 1.131 0.082 -0.1381 0.1073 -0.0712 -0.341
O 2.432 -1.348 -0.865 0.1998 0.5485 -0.2739 -0.405
C 2.708 -1.936 -2.064 -0.0844 -0.1661 0.2391 0.834
C 3.814 -1.200 -2.837 0.0823 -0.0201 0.0331 0.145
F 3.509 0.100 -3.006 -0.0936 0.0250 -0.0128 -0.209
F 3.935 -1.773 -4.057 0.0119 0.0069 -0.0233 -0.260
F 1.607 -2.108 -2.818 -0.0687 0.0990 -0.0854 -0.266
F 3.208 -3.167 -1.803 -0.0407 -0.0845 -0.0350 -0.307
H 1.141 -0.815 0.544 0.0033 -0.0058 -0.0080 0.322
H 0.352 -1.441 -0.892 -0.0063 0.0993 -0.1429 0.364
H -0.849 0.524 -2.189 0.0149 -0.0217 0.0028 0.253
H 4.759 -1.284 -2.298 -0.0015 -0.0057 0.0043 0.251
C -0.888 -2.404 -6.421 0.3465 -0.4338 0.2683 -0.545
C -0.824 -1.387 -7.569 -0.2762 0.0019 0.0258 0.826
C -0.423 0.056 -7.240 0.1200 -0.0102 -0.0474 0.138
F -1.287 0.625 -6.377 -0.1422 -0.0365 0.0652 -0.212
F -0.438 0.774 -8.384 0.0061 0.0134 -0.0060 -0.285
F -1.973 -1.402 -8.274 0.0149 0.0271 0.0464 -0.282
F 0.174 -1.836 -8.387 0.0522 -0.0231 -0.0197 -0.324
O -2.148 -2.693 -5.838 -0.3323 0.4057 -0.4143 -0.393
C -2.668 -1.970 -4.806 0.2326 -0.2784 -0.0378 0.778
C -4.002 -1.298 -5.164 -0.0709 -0.0708 -0.0061 0.150
F -3.879 -0.534 -6.262 0.1087 0.0659 -0.0193 -0.218
F -4.370 -0.510 -4.128 -0.0214 0.0097 0.0091 -0.254
F -1.783 -1.082 -4.320 0.0500 0.1757 0.0976 -0.195
F -2.952 -2.840 -3.806 0.0311 0.0171 0.1296 -0.315
H -0.602 -3.347 -6.885 0.0004 0.0133 -0.0025 0.395
H -0.136 -2.182 -5.662 -0.0392 0.1620 -0.0166 0.213
H 0.584 0.085 -6.815 -0.0094 -0.0076 0.0238 0.277
H -4.765 -2.059 -5.333 -0.0007 -0.0020 -0.0009 0.253

=====

no.,frontier orbital gap (Eh)
1,0.280
2,0.276
3,0.339
4,0.347